DFT (wB97M-V/def2-TZVPD) results for a structure of composition C30H26GeNO5Tl.

Results
- charge = -1
- gap between HOMO and LUMO (spin up / spin down) (eV) = 6.10 / 4.92
- highest occupied orbital energy (spin up / spin down) (eV) = -3.71 / -3.81
- spin multiplicity = 2
- relative energy (zero: lowest compared OMol25 entry of this formula, charge and spin) (eV) = 0.000

Cartesian coordinates (Å):
Tl 1.2558 -1.2868 1.5580
O -3.1158 -2.3129 0.6698
C -1.7937 -2.5795 0.6306
O -1.0002 -1.9185 0.0135
C -1.4611 -3.8306 1.4136
O -0.0938 -3.8315 1.6873
C 0.1816 -4.0559 3.0707
C -0.4609 -2.9629 3.9011
O -1.1535 -3.3099 4.8630
O -0.1948 -1.8052 3.4833
H -3.2415 -1.4790 0.2034
H -1.7303 -4.6986 0.7976
H -2.0769 -3.8552 2.3142
H 1.2678 -4.0244 3.1698
H -0.1894 -5.0263 3.4060
C 1.7932 3.0252 -3.8575
C 2.6438 2.6096 -2.8385
C 2.1143 2.0949 -1.6610
C 0.7307 2.0009 -1.4545
C -0.1020 2.4252 -2.4920
C 0.4193 2.9300 -3.6799
Ge 0.0664 1.0874 0.1814
C 0.8400 2.2202 1.6457
C 1.5817 3.3895 1.4576
C 2.1353 4.0788 2.5330
C 1.9480 3.6193 3.8309
C 1.2045 2.4655 4.0460
C 0.6698 1.7733 2.9642
C -1.8452 1.6390 0.2297
C -2.3487 2.5977 1.1137
C -3.6937 2.9543 1.0997
C -4.5694 2.3557 0.2039
C -4.0939 1.3878 -0.6718
C -2.7502 1.0323 -0.6477
H 2.2004 3.4122 -4.7843
H 3.7179 2.6767 -2.9693
H 2.7923 1.7601 -0.8788
H -1.1788 2.3712 -2.3671
H -0.2495 3.2423 -4.4743
H 1.7240 3.7772 0.4543
H 2.7140 4.9798 2.3576
H 2.3756 4.1580 4.6688
H 1.0424 2.1001 5.0535
H 0.0865 0.8744 3.1635
H -1.6823 3.0729 1.8247
H -4.0592 3.7043 1.7931
H -5.6142 2.6435 0.1853
H -4.7712 0.9099 -1.3713
H -2.3929 0.2676 -1.3330
C 3.1693 -2.4164 -0.3811
C 2.1862 -2.5030 -1.3885
C 1.5492 -3.7294 -1.7016
C 0.6267 -3.8084 -2.7129
C 0.2740 -2.6628 -3.4419
C 0.8487 -1.4335 -3.1170
C 1.7836 -1.3550 -2.1095
C -0.6656 -2.7689 -4.5279
N -1.4100 -2.8678 -5.4001
H 3.7497 -1.5096 -0.2628
H 3.5267 -3.3060 0.1226
H 1.7941 -4.6095 -1.1176
H 0.1533 -4.7519 -2.9528
H 0.5536 -0.5409 -3.6551
H 2.2181 -0.3963 -1.8609

---

DFT (wB97M-V/def2-TZVPD) results for a structure of composition C23H49N2OP3SeTi.

Results
- charge = +3
- gap between HOMO and LUMO (spin up / spin down) (eV) = 4.36 / 4.66
- highest occupied orbital energy (spin up / spin down) (eV) = -15.12 / -15.12
- spin multiplicity = 2
- relative energy (zero: lowest compared OMol25 entry of this formula, charge and spin) (eV) = 0.000

Cartesian coordinates (Å):
Ti -0.0004 -0.2975 0.4326
P 0.3521 1.9362 1.4175
P -2.1608 0.6712 -0.2210
P 2.3575 -0.1320 -0.3066
H -1.4194 -3.3039 -5.5558
C -0.6486 -3.8671 -5.0192
C -0.4154 -3.7707 -3.6962
H -0.9329 -3.0580 -3.0585
C 0.5073 3.4854 0.4473
C -0.9659 2.4958 2.5670
C 1.7925 2.2288 2.5141
C -2.7713 -0.3310 -1.6128
C -3.5811 0.5708 0.9456
C -2.5103 2.3548 -0.8855
C 2.6166 -1.1180 -1.8021
C 3.7036 -0.7813 0.7499
C 3.1508 1.4314 -0.8323
H -0.1018 -4.5664 -5.6602
H 0.2610 -4.4978 -3.2340
H 0.6289 4.3062 1.1698
H -0.3827 3.6630 -0.1587
H 1.3897 3.4327 -0.1981
H -0.6619 3.4660 2.9890
H -1.0704 1.7645 3.3789
H -1.9265 2.6124 2.0524
H 1.9296 3.3137 2.6190
H 2.7106 1.8022 2.0950
H 1.6099 1.8101 3.5112
H -3.8638 -0.1940 -1.6990
H -2.5371 -1.3945 -1.4418
H -2.2751 0.0180 -2.5354
H -4.3392 1.2671 0.5771
H -3.2637 0.8685 1.9463
H -3.9903 -0.4411 0.9768
H -3.5792 2.4060 -1.1257
H -1.9325 2.5302 -1.8024
H -2.2804 3.1220 -0.1415
H 3.6894 -1.1098 -2.0386
H 2.0582 -0.6716 -2.6355
H 2.2786 -2.1505 -1.6535
H 4.5984 -0.8894 0.1304
H 3.4549 -1.7560 1.1812
H 3.9164 -0.0842 1.5655
H 4.1692 1.1750 -1.1433
H 3.2118 2.1572 -0.0209
H 2.6251 1.8830 -1.6818
C 0.3715 1.4288 -5.0056
C 0.0624 0.0766 -4.8729
C 0.2187 -0.7942 -5.9477
C 0.6704 -0.3120 -7.1845
C 1.1290 1.0037 -7.3058
C 1.0296 1.8507 -6.1972
Se -0.0742 2.6618 -3.6050
H 0.1480 1.7937 -2.4414
H -0.2892 -0.2650 -3.8932
H 0.0129 -1.8574 -5.8310
H 0.6909 -0.9680 -8.0661
H 1.5661 1.3539 -8.2641
H 1.4541 2.8652 -6.2557
C -2.6895 -2.0926 2.8763
N -1.6149 -1.7573 3.7945
C -2.0024 -1.5035 5.1545
C -0.8673 -1.8297 6.0917
C 0.3579 -1.0759 5.6490
N 0.6054 -1.3450 4.2532
C 1.9366 -1.0289 3.7394
C -0.3831 -1.4623 3.3629
O -0.1480 -1.2742 2.0845
H -2.3337 -2.0841 1.8502
H -3.5008 -1.3737 3.0200
H -3.0618 -3.1023 3.1034
H -2.2817 -0.4387 5.2719
H -2.8733 -2.1198 5.4086
H -0.6629 -2.9050 6.0358
H -1.1229 -1.5876 7.1351
H 1.2198 -1.3966 6.2436
H 0.2136 0.0086 5.7924
H 1.9105 -0.0901 3.1575
H 2.5764 -0.9119 4.6359
H 2.3306 -1.8244 3.1040

---

DFT (wB97M-V/def2-TZVPD) results for an isolated molecule of C3H7NO.

Results
- SMILES = CCC(N)=O
- gap between HOMO and LUMO (eV) = 10.61
- highest occupied orbital energy (eV) = -9.72
- relative energy (zero: lowest compared OMol25 entry of this formula, charge and spin) (eV) = 0.824

Cartesian coordinates (Å):
C -1.2398 0.2414 -0.2012
C -0.2412 -0.5168 0.7698
C 0.9571 0.2357 0.2769
N 1.5376 -0.1346 -0.9107
O 1.1989 1.3010 0.8134
H -1.5427 -0.4767 -0.9669
H -2.0905 0.6561 0.3231
H -0.7874 1.0758 -0.7682
H -0.4030 -1.5885 0.6187
H -0.2287 -0.3658 1.8635
H 1.1385 -0.8962 -1.4376
H 1.8471 0.6546 -1.4613

---

DFT (wB97M-V/def2-TZVPD) results for a structure of composition C2H3FI2.

Results
- gap between HOMO and LUMO (eV) = 9.02
- highest occupied orbital energy (eV) = -9.49
- relative energy (zero: lowest compared OMol25 entry of this formula, charge and spin) (eV) = 0.926

Cartesian coordinates (Å):
C 0.1793 -0.8883 -0.5177
C -0.1245 0.6407 0.4914
F -0.3179 0.2936 1.7548
I 1.7153 1.8276 0.2579
I -1.8753 1.7031 -0.1816
H -0.7020 -1.6828 -0.2480
H 0.0847 -0.7054 -1.5750
H 1.0404 -1.1884 0.0183

---

DFT (wB97M-V/def2-TZVPD) results for an isolated molecule of C3H5NO2.

Results
- SMILES = CO/C=N/C=O
- gap between HOMO and LUMO (eV) = 11.04
- highest occupied orbital energy (eV) = -10.17
- relative energy (zero: lowest compared OMol25 entry of this formula, charge and spin) (eV) = 1.390

Cartesian coordinates (Å):
C 1.7622 0.6409 0.3075
O 0.5078 1.2853 0.5322
C -0.5667 0.5717 0.2175
N -0.5147 -0.5594 -0.3494
C -1.6770 -1.2910 -0.5855
O -2.2972 -1.8882 0.2610
H 1.8435 0.3152 -0.7326
H 1.8554 -0.2291 0.9644
H 2.5210 1.3854 0.5439
H -1.4821 1.1003 0.4956
H -1.9523 -1.3311 -1.6545

---

DFT (wB97M-V/def2-TZVPD) results for a cluster of 2 separate species, C2H9N2O in total.

Results
- charge = +1
- gap between HOMO and LUMO (eV) = 9.54
- highest occupied orbital energy (eV) = -12.97
- relative energy (zero: lowest compared OMol25 entry of this formula, charge and spin) (eV) = 2.070

Cartesian coordinates (Å):
C 0.9615 0.3625 -0.4435
C 0.4043 -0.6713 -1.0685
N 0.7634 -1.2407 -2.2332
N 0.2880 1.1704 0.5936
H 1.8888 0.8189 -0.7562
H -0.3422 -1.2516 -0.5194
H 1.1557 -0.9279 -3.0894
H 0.5018 -2.1962 -2.3657
H 0.9838 1.8325 0.9067
H -0.4166 1.7596 0.1712
H -0.0212 0.6560 1.4325
H -2.2439 -0.5536 3.0321
H -2.2853 0.4098 1.9566
O -1.6382 -0.1685 2.3833

---

DFT (wB97M-V/def2-TZVPD) results for a structure of composition C5H12NO.

Results
- charge = -1
- gap between HOMO and LUMO (eV) = 6.07
- highest occupied orbital energy (eV) = -2.55
- relative energy (zero: lowest compared OMol25 entry of this formula, charge and spin) (eV) = 3.973

Cartesian coordinates (Å):
C 1.0861 2.9343 -0.4271
O 0.3637 4.0002 -0.0992
C 0.4502 1.6001 0.2044
C 1.4127 0.4246 0.4057
C 0.6176 -0.8023 0.8387
C -2.4501 -2.8465 -0.5634
N 0.6799 -2.0982 0.5350
H 2.1033 2.9719 0.0704
H 1.2671 2.7138 -1.5162
H 0.1800 2.0348 1.1657
H -0.3815 1.2760 -0.4244
H 2.2035 0.6700 1.1201
H 1.9762 0.2219 -0.5166
H -0.0532 -0.5021 1.6626
H 0.3870 -1.3277 -0.3048
H -2.8127 -2.3299 0.3278
H -1.3670 -2.7735 -0.5616
H -2.8166 -2.3123 -1.4374
H -2.8462 -3.8549 -0.4798

---

DFT (wB97M-V/def2-TZVPD) results for an isolated molecule of C2H5N3S.

Results
- SMILES = N/N=C\NC=S
- gap between HOMO and LUMO (eV) = 9.04
- highest occupied orbital energy (eV) = -8.75
- relative energy (zero: lowest compared OMol25 entry of this formula, charge and spin) (eV) = 1.800

Cartesian coordinates (Å):
N 1.7691 -0.9805 -0.1170
N 1.6357 0.3468 -0.2102
C 0.4763 0.8010 -0.1258
N -0.6312 -0.0305 0.0480
C -1.8698 0.4423 0.0975
S -3.2399 -0.3879 -0.1590
H 2.7528 -1.1920 -0.0120
H 1.2418 -1.4025 0.6763
H 0.2940 1.8621 -0.2336
H -0.5403 -0.9747 -0.2694
H -1.8885 1.5159 0.3052

---

DFT (wB97M-V/def2-TZVPD) results for a structure of composition C12H26F6NO6.

Results
- charge = -1
- gap between HOMO and LUMO (eV) = 6.38
- highest occupied orbital energy (eV) = -3.49
- relative energy (zero: lowest compared OMol25 entry of this formula, charge and spin) (eV) = 14.661

Cartesian coordinates (Å):
O 0.1575 0.1377 -0.1298
H 0.4622 -0.5703 0.4425
H -0.6668 0.4749 0.2285
H 0.2054 -0.1498 -1.0445
C -2.2308 0.4101 1.2319
O -1.4218 1.4530 0.6612
O -1.4891 -0.8435 1.2440
C -2.8373 0.9165 2.6346
F -3.4313 2.0528 2.5138
F -3.8536 0.1828 3.1285
F -1.8745 1.0201 3.6224
C -2.1120 2.5785 0.0081
C -1.1506 3.4416 -0.7920
H -0.7540 2.8002 -1.5790
H -1.7154 4.2112 -1.3180
H -0.4108 3.9717 -0.1922
H -2.4723 3.3394 0.7004
H -2.9721 2.2988 -0.6002
H -3.0375 0.3305 0.5033
C 1.6125 -1.6448 1.2603
O 1.6860 -0.2098 1.1312
O 0.4063 -2.0528 0.7435
C 2.8807 -2.3931 0.7398
F 4.0397 -2.0982 1.3911
F 2.8637 -3.7481 0.7107
F 3.0743 -1.9824 -0.5178
C 2.4249 0.4469 2.1953
C 2.3016 1.9271 2.1369
H 1.2528 2.0897 1.8887
H 2.7386 2.3530 3.0401
H 2.8630 2.3862 1.3231
H 3.4974 0.2700 2.1145
H 2.2577 0.1939 3.2423
H 1.6764 -1.9281 2.3109
C -0.4907 -2.7655 -0.8856
C 0.4005 -2.1737 -1.9517
C -0.1847 -1.1480 -2.9113
O -0.7062 -0.0421 -2.1679
C -1.6008 0.8050 -2.9191
N 1.5657 -1.5991 -1.3202
H -1.2966 -3.4643 -1.1101
H -0.9641 -1.9117 -0.4009
H 0.1686 -3.2267 -0.1503
H 0.7614 -3.0266 -2.5266
H -0.9665 -1.6798 -3.4535
H 0.5074 -0.7439 -3.6501
H -2.1584 1.3699 -2.1721
H -2.2205 0.2015 -3.5824
H -0.9838 1.4462 -3.5487
H 1.7785 -1.9355 -0.3919
H 2.4193 -1.7712 -1.8319

---

| no. | DFT total energy (Ha) |
| --- | --- |
| 1 | -3839.19201 |
| 2 | -5364.53015 |
| 3 | -248.49620 |
| 4 | -773.19407 |
| 5 | -322.52325 |
| 6 | -266.07560 |
| 7 | -327.55004 |
| 8 | -641.61789 |
| 9 | -1577.70016 |